# 1
A cluster of 3 separate species, C3H12O2S in total at a distorted geometry, computed with ωB97M-V with the def2-TZVPD basis set.

Output
- 2S+1 = 1
- highest occupied orbital energy (eV) = -9.31
- orbital gap (Eh) = 0.3635
- LUMO energy (eV) = 0.6
- SMILES = CCCS.O.O

Each line ends with the Löwdin charge.
Geometry (Å):
C  2.11  -2.31  -0.26  -0.12
C  0.98  -1.38  0.20  -0.31
C  -0.20  -1.51  -0.83  -0.58
S  -1.57  -0.37  -0.52  0.73
H  2.95  -2.23  0.44  0.07
H  2.58  -2.21  -1.23  0.07
H  1.68  -3.31  -0.20  0.07
H  0.67  -1.79  1.16  0.10
H  1.17  -0.31  0.31  0.08
H  -0.42  -2.58  -0.83  0.07
H  0.25  -1.31  -1.79  0.06
H  -1.88  -0.95  0.62  -0.14
O  -1.25  2.85  0.56  -0.06
H  -1.56  3.25  -0.23  0.04
H  -1.74  2.04  0.62  -0.03
O  1.51  2.18  1.05  -0.08
H  1.42  2.99  1.51  0.01
H  0.73  2.17  0.44  0.01

***

# 2
A cluster of 5 separate species, C16H48N5O7 in total at a distorted geometry, computed with ωB97M-V with the def2-TZVPD basis set.

Output
- 2S+1 = 1
- highest occupied orbital energy (eV) = -16.57
- orbital gap (Eh) = 0.3679
- LUMO energy (eV) = -6.6
- net charge = +3

Each line ends with the Löwdin charge.
Geometry (Å):
C  -1.21  3.07  1.46  -0.03
C  -0.25  3.84  0.58  -0.30
C  1.17  3.73  1.06  -0.22
O  2.01  4.16  0.03  -0.20
C  3.38  4.08  0.39  -0.06
N  -0.22  3.25  -0.81  0.22
H  -0.93  3.59  -1.47  0.18
H  0.66  3.55  -1.25  0.16
H  -0.27  2.22  -0.81  0.12
H  -2.23  3.06  1.07  0.10
H  -1.19  3.52  2.45  0.10
H  -0.88  2.04  1.59  0.06
H  -0.50  4.89  0.45  0.17
H  1.40  2.70  1.39  0.13
H  1.30  4.35  1.96  0.15
H  3.59  4.67  1.29  0.10
H  3.99  4.50  -0.40  0.10
H  3.64  3.03  0.58  0.09
C  4.78  -3.10  -0.10  -0.02
C  3.46  -2.36  0.11  -0.32
C  3.40  -0.99  -0.53  -0.21
O  3.31  -1.16  -1.91  -0.18
C  3.42  0.08  -2.62  -0.06
N  2.36  -3.18  -0.49  0.22
H  1.45  -2.68  -0.48  0.11
H  2.57  -3.38  -1.47  0.17
H  2.23  -4.10  -0.06  0.18
H  5.58  -2.60  0.44  0.10
H  5.01  -3.16  -1.16  0.10
H  4.70  -4.13  0.25  0.09
H  3.24  -2.29  1.17  0.15
H  4.34  -0.48  -0.26  0.14
H  2.56  -0.42  -0.12  0.12
H  3.17  -0.12  -3.66  0.10
H  4.43  0.47  -2.56  0.10
H  2.68  0.79  -2.23  0.08
C  -6.50  -0.78  -6.33  -0.02
C  -5.08  -0.28  -6.14  -0.32
C  -4.67  -0.34  -4.69  -0.21
O  -3.34  0.13  -4.60  -0.18
C  -2.78  -0.04  -3.32  -0.10
N  -4.10  -1.07  -6.95  0.24
H  -4.33  -0.96  -7.94  0.18
H  -3.15  -0.71  -6.80  0.17
H  -4.06  -2.07  -6.73  0.18
H  -6.81  -0.77  -7.37  0.10
H  -7.18  -0.10  -5.82  0.11
H  -6.65  -1.78  -5.93  0.10
H  -4.96  0.75  -6.45  0.17
H  -4.71  -1.36  -4.28  0.14
H  -5.39  0.22  -4.09  0.15
H  -1.70  0.14  -3.38  0.08
H  -2.89  -1.06  -2.92  0.10
H  -3.19  0.65  -2.58  0.09
C  1.33  0.22  6.82  -0.02
C  1.33  -0.57  5.52  -0.31
C  0.67  -1.91  5.60  -0.22
O  -0.71  -1.68  5.69  -0.19
C  -1.46  -2.88  5.80  -0.06
N  0.58  0.22  4.47  0.23
H  0.54  -0.32  3.60  0.13
H  -0.37  0.47  4.76  0.17
H  1.10  1.05  4.16  0.17
H  1.70  -0.36  7.66  0.11
H  0.30  0.49  7.09  0.10
H  1.90  1.14  6.73  0.09
H  2.36  -0.67  5.17  0.16
H  1.06  -2.52  6.42  0.15
H  0.86  -2.51  4.68  0.14
H  -1.41  -3.48  4.89  0.10
H  -2.49  -2.60  6.02  0.10
H  -1.12  -3.50  6.63  0.10
N  -0.17  -0.64  0.18  -0.58
O  -0.11  -1.78  -0.34  -0.03
O  0.15  -0.49  1.37  -0.05
O  -0.65  0.30  -0.49  -0.05

***

# 3
A cluster of 2 separate species, CH2Br2O3 in total at a distorted geometry, computed with ωB97M-V with the def2-TZVPD basis set.

Output
- 2S+1 = 1
- highest occupied orbital energy (eV) = -10.04
- orbital gap (Eh) = 0.3223
- LUMO energy (eV) = -1.3
- SMILES = O=C(O)O.BrBr

Each line ends with the Löwdin charge.
Geometry (Å):
O  -0.06  0.64  -0.93  0.11
C  0.69  0.27  -0.13  -0.63
O  1.51  -0.85  -0.30  0.03
O  0.94  0.82  1.12  0.12
H  1.22  -1.49  -1.09  0.20
H  1.84  0.70  1.37  0.09
Br  -3.27  0.99  0.41  0.05
Br  -2.87  -1.09  -0.44  0.04

***

# 4
An isolated molecule of C5H5Cl at a distorted geometry, computed with ωB97M-V with the def2-TZVPD basis set.

Output
- 2S+1 = 1
- highest occupied orbital energy (eV) = -9.01
- orbital gap (Eh) = 0.3503
- LUMO energy (eV) = 0.5
- SMILES = ClC1C=CC=C1

Each line ends with the Löwdin charge.
Geometry (Å):
Cl  0.90  -1.32  -0.99  0.58
C  0.38  -0.31  0.40  -0.71
C  -1.11  -0.38  0.64  -0.13
C  -1.58  0.87  0.67  -0.09
C  -0.49  1.83  0.38  -0.08
C  0.64  1.15  0.19  -0.14
H  0.95  -0.72  1.29  0.13
H  -1.64  -1.32  0.78  0.10
H  -2.66  1.14  0.84  0.12
H  -0.63  2.89  0.34  0.09
H  1.64  1.55  -0.04  0.11

***

# 5
A structure of composition C4H4FeO5 at a distorted geometry, computed with ωB97M-V with the def2-TZVPD basis set.

Output
- 2S+1 = 7
- highest occupied orbital energy (alpha / beta) (eV) = -7.56 / -10.31
- orbital gap (alpha / beta) (Eh) = 0.2648 / 0.2478
- LUMO energy (alpha / beta) (eV) = -0.4 / -3.6
- <S²> = 12.009

Each line ends with the Löwdin charge.
Geometry (Å):
O  1.19  -0.56  0.18  0.01
H  -2.33  0.23  -1.33  0.13
O  1.20  1.75  0.10  -0.20
O  -0.33  0.60  -1.09  0.00
C  -1.46  -0.20  -0.81  -0.14
C  -1.59  -0.13  0.73  -0.14
O  -0.49  0.65  1.13  0.00
C  0.46  0.68  0.08  -0.75
H  -1.31  -1.23  -1.15  0.13
H  -1.55  -1.13  1.18  0.13
H  -2.51  0.37  1.06  0.13
Fe  3.04  1.42  0.15  0.93
C  2.61  -0.66  -0.15  -0.30
O  3.07  -1.80  -0.09  0.08

***

# 6
A structure of composition H15HfO8 at a distorted geometry, computed with ωB97M-V with the def2-TZVPD basis set.

Output
- 2S+1 = 1
- highest occupied orbital energy (eV) = -23.15
- orbital gap (Eh) = 0.4458
- LUMO energy (eV) = -11.0
- net charge = +3

Each line ends with the Löwdin charge.
Geometry (Å):
Hf  0.16  -0.03  -0.17  1.74
O  1.57  1.18  0.32  -0.29
H  2.36  1.64  0.71  0.12
O  1.61  -1.57  -0.33  -0.05
H  1.57  -2.52  -0.22  0.14
H  2.55  -1.43  -0.53  0.15
O  0.67  0.10  -2.26  -0.06
H  0.67  0.91  -2.80  0.15
H  1.05  -0.53  -2.90  0.16
O  0.96  -0.67  2.23  -0.07
H  1.58  -0.04  2.58  0.08
H  0.59  -1.18  3.00  0.13
O  -0.64  2.23  -0.79  -0.05
H  -1.40  2.75  -1.08  0.13
H  0.02  2.89  -0.83  0.08
O  -0.99  0.80  1.39  -0.07
H  -1.68  0.43  1.90  0.11
H  -0.55  1.55  1.86  0.16
O  -1.84  -0.10  -1.10  -0.11
H  -2.49  0.55  -0.73  0.14
H  -2.32  -0.49  -1.91  0.19
O  -0.88  -1.89  0.52  -0.07
H  -1.18  -2.31  1.37  0.17
H  -1.40  -2.25  -0.21  0.12

***

Taking the records one at a time from the top gives ΔE to the lowest compared entry with this formula, charge and spin values of 0.458 0.000 0.567 0.185 0.981 0.000 eV.
Taking the records one at a time from the top gives DFT total energy values of -670.14685 -1437.86149 -5413.05071 -653.67399 -1794.55847 -658.02555 hartree.